This record from the Open Molecules 2025 dataset describes 13 unconnected molecules or ions with the total composition C58H153N11O18. The level of theory is the ωB97M-V functional and the def2-TZVPD basis.

Geometry as XYZ:
```
240
Properties=species:S:1:pos:R:3:forces:R:3:mulliken_charge:R:1
C 2.88233 -4.63245 -2.61712 0.475 0.347 -0.218 -0.462
O -0.38241 3.72679 -2.81052 -0.304 -0.091 -1.461 -0.079
H -5.24912 -2.53052 -1.35726 0.070 -0.238 -0.233 -0.023
C -4.48432 -2.95469 1.72817 0.813 1.247 0.157 0.073
H 4.13930 -2.02079 4.17676 0.534 -0.015 -0.039 -0.187
C -4.43173 1.66777 -6.52674 -0.084 -0.662 1.050 -1.121
N -4.55005 2.96998 -5.89639 -0.710 0.763 -1.137 -0.140
H -4.34566 -0.61941 5.49582 0.045 0.051 -0.159 0.285
H -0.14854 9.14570 1.13125 -0.040 0.037 -0.273 0.389
H 0.40654 -6.23605 -0.81322 -0.063 0.165 -0.054 0.223
H 5.20646 -0.91749 1.30983 0.143 -0.068 0.363 0.262
H 2.99417 4.10015 2.66599 0.260 0.238 0.121 0.303
H -3.66669 3.54550 -3.21557 -0.140 0.202 0.172 1.043
C 0.14097 0.70855 -1.17439 0.897 0.873 -0.497 1.670
H -6.92776 -2.06955 -1.48723 -0.130 0.027 -0.323 0.253
O -4.04831 9.56062 -1.57443 -0.286 0.500 0.268 -0.236
N 1.53554 1.88043 3.21320 -0.689 0.492 -0.585 0.767
H 4.43000 -0.43382 2.87458 0.344 -0.346 0.017 -0.207
H -5.35182 -3.00846 1.06913 -0.219 -0.362 0.222 0.400
H -2.73511 3.36308 3.27447 0.686 0.143 0.193 0.414
H 9.51250 0.03921 3.81589 -0.095 0.075 -0.379 0.329
H -0.15328 -0.66828 0.40269 -0.235 -0.129 0.103 -0.526
C 3.50685 -1.74559 6.94849 -0.581 0.333 -0.086 0.069
H 4.51282 1.10176 -4.10920 -0.025 0.038 -0.033 0.368
H 4.63037 -3.24817 -3.92987 -0.694 -0.076 -0.119 0.473
H -5.48521 11.01328 -1.28934 0.146 0.285 -0.201 0.356
O -3.89832 5.72219 -5.14960 -0.370 -0.246 -0.048 -0.126
C -4.43572 -0.17638 -2.36367 1.046 0.214 0.901 0.139
C -0.39000 5.47687 0.17306 -0.810 0.189 1.033 -0.007
C -0.43336 -3.11493 3.58406 -0.429 0.226 0.013 -1.762
C -2.32822 -13.90072 -1.56214 -0.061 0.462 -0.192 -0.740
H -3.70829 -11.69048 -1.60971 0.061 0.342 -0.029 0.321
H -0.13202 -3.24124 -0.01190 0.376 0.187 0.074 -0.198
C -3.01339 1.11049 -6.61903 -0.983 0.195 0.459 -0.401
H 7.36928 -0.49078 2.43846 -0.043 -0.067 -0.059 0.453
C -1.12763 -1.14056 4.96970 -0.830 -0.073 0.112 -1.740
H 2.95076 2.24310 -3.11024 0.132 -0.117 0.283 -0.286
H 2.24679 4.56102 6.26375 -0.222 0.070 0.069 0.251
C 4.00578 -3.10192 4.28452 -0.728 -0.104 0.700 0.037
H -1.32821 -0.58472 -4.37094 -0.027 0.322 0.212 -0.010
H -2.47213 7.28436 0.62412 -0.191 -0.011 0.300 0.224
C -3.58306 -12.13763 -2.60176 0.309 -0.870 0.134 -0.461
H -0.90642 -0.11139 5.27553 0.360 0.042 -0.181 0.399
N -0.64016 1.82987 -0.63359 -0.850 -0.709 0.056 0.835
H 3.37401 -4.66367 2.87428 0.158 -0.161 0.525 0.407
H -3.64314 7.78658 -5.44611 -0.114 -0.218 -0.398 0.364
H 0.42906 5.09495 -0.42806 -0.024 0.410 -0.318 0.115
O -2.62465 0.65353 -5.33808 0.126 -0.509 -0.053 -0.316
H -4.88695 1.54582 -7.51201 0.022 0.974 -0.130 0.493
H 8.73136 0.91735 5.07103 -0.100 0.328 0.019 0.333
H -2.59957 10.43946 -2.68834 -0.195 0.468 -0.130 0.359
C -1.57548 3.66490 -3.56951 -1.598 0.347 1.061 -0.921
H 6.07936 -1.60868 -0.91466 -0.035 -0.190 -0.092 0.633
H 2.11735 1.87449 2.37607 0.014 -0.162 0.048 -0.347
H 2.83762 -4.72132 -3.70766 -0.161 0.039 -0.068 0.398
H 2.85454 -1.08282 -2.68158 -0.004 0.310 0.176 -0.223
H -6.08905 9.56747 -2.02075 0.357 -0.443 0.127 0.251
H 5.25461 -0.07353 -1.05413 -0.007 0.064 -0.398 -0.052
C -1.20273 8.90436 1.26694 -0.622 0.246 0.934 -1.071
H -1.29326 -3.02916 -1.23266 0.035 0.289 -0.473 0.249
C 7.95328 1.46414 3.13152 -0.356 0.788 1.542 0.429
H 4.14690 1.99747 3.69179 -0.487 0.014 -0.391 -0.204
H 2.64449 6.25473 6.11080 0.010 0.143 -0.295 0.271
H -3.25177 -1.39632 6.65050 -0.079 0.017 0.085 0.301
H -5.08667 1.02684 -5.92097 0.565 -0.533 0.010 0.379
C -0.93171 -8.40229 -2.85668 1.142 -1.270 0.900 -0.534
H 1.89293 -4.80653 -2.20441 0.263 -0.007 0.141 -0.592
H -5.46969 -1.70161 2.99165 -0.138 -0.106 -0.069 0.385
H -0.53234 0.61879 -5.40319 0.036 0.068 -0.170 0.305
O -0.77891 -7.62592 -1.68333 -0.261 0.584 -0.181 -0.229
C -3.40853 -11.12293 -3.72277 -0.260 0.148 -0.490 -0.728
H -3.75342 1.17664 3.15307 0.004 -0.115 0.075 0.431
H 6.50350 -0.50093 6.49059 0.077 -0.123 0.167 0.116
H 1.09802 -0.18211 3.78823 0.159 0.040 0.251 -0.159
H 3.02440 -0.93795 6.37841 0.075 -0.166 -0.457 -0.132
H -2.75244 1.42230 -3.61878 0.108 -0.288 0.483 -0.706
H -1.34735 -0.84747 -6.06251 -0.075 0.278 -0.388 0.430
H -4.36849 -4.99415 2.37980 -0.150 -0.010 -0.070 0.415
H 2.11158 -2.70602 4.75910 -0.021 -0.136 0.264 0.229
H 8.33651 1.88074 2.19604 -0.086 -0.379 -0.206 0.354
H 4.33135 -1.48242 -0.61752 0.195 -0.007 0.052 -0.605
H -2.33595 1.92919 -6.89113 0.095 -0.315 -0.642 0.300
C -5.94552 -1.90074 -1.92462 0.459 0.040 1.029 -0.403
H -2.36512 -13.41067 -0.58361 -0.296 -0.101 0.087 0.319
H -4.94274 6.17102 -6.84987 -0.021 -0.021 -0.037 0.466
O -2.53576 -1.20896 4.73302 0.022 -0.080 -0.366 -0.104
C -1.78019 9.84739 -0.88343 -0.286 0.329 0.516 -0.165
H 5.70964 3.50557 -2.55883 0.231 -0.192 0.226 0.394
H -0.40374 2.59873 -1.25255 0.098 0.336 0.269 -0.625
C -2.73088 -6.01684 0.69825 -0.014 -0.357 0.072 -0.666
H 4.86697 -3.54841 4.78014 0.139 0.134 -0.085 0.544
H -3.58105 4.20679 -7.32680 -0.045 0.082 -0.095 0.250
N -2.10107 9.83457 0.55447 0.687 -0.992 -0.652 -0.479
H -3.09746 0.27530 -7.32290 0.766 0.053 -0.114 0.432
H -3.13026 -14.63141 -1.69174 0.020 -0.144 0.324 0.276
C 5.45651 -0.43784 6.77931 -0.120 -0.841 0.001 -0.042
H -1.84220 -5.89270 1.32599 -0.005 0.114 0.128 0.268
H -4.26435 -10.44454 -3.76621 0.169 0.290 0.446 0.346
H -1.44719 -0.66136 -0.82493 -0.009 -0.230 -0.097 -0.832
C -0.21016 -2.93959 -1.06786 -0.781 -0.762 0.888 -0.127
C -1.39236 -0.04792 -5.31852 -0.086 -0.455 0.401 -0.769
H 5.69782 -1.27219 -3.29117 -0.126 0.049 -0.243 0.517
C 2.12440 2.84653 4.14145 1.112 -1.189 -0.370 0.233
C 4.81311 -1.50485 -2.69184 0.416 0.048 0.116 0.521
H 0.42206 -6.13537 -2.60963 -0.491 -0.016 -0.055 0.447
H -1.88357 4.66992 -3.88159 0.353 0.136 -0.097 0.485
N -2.83186 1.69475 -2.63243 -0.715 0.736 -0.306 1.368
H 5.05495 2.03250 -1.67656 0.440 -0.019 -0.189 -0.168
H 0.14178 -3.62086 4.36010 0.188 0.154 0.009 0.464
H 7.76597 3.39870 3.77948 -0.057 0.030 0.219 0.267
H -4.43553 -12.81269 -2.73295 -0.264 0.236 -0.287 0.477
H 4.85670 -3.80685 2.46896 0.013 0.219 -0.269 0.395
H -4.16037 -0.95745 0.95265 -0.106 -0.039 0.000 0.655
H 2.23577 0.24856 -1.22820 0.198 0.270 0.258 -0.413
H -1.46238 -3.45805 3.70288 0.004 0.064 -0.160 0.145
H -1.33191 4.98707 -0.09354 0.090 -0.290 -0.176 0.167
H -3.45884 -11.56563 -4.71982 0.142 -0.639 0.227 0.339
H 1.45931 4.36641 -2.92802 0.432 -0.009 -0.475 0.233
H -0.85769 10.40616 -1.06166 -0.138 0.284 0.113 0.379
H -0.05840 -3.43612 2.61050 0.016 -0.022 -0.015 0.241
H 3.61678 -5.37160 -2.28267 -0.174 -0.191 0.236 0.462
H -5.30025 4.00404 -7.62487 -0.128 -0.445 0.168 0.449
C 9.09080 1.02540 4.04872 0.409 -1.081 -0.244 -1.459
H -2.95529 3.07869 1.58142 0.227 0.085 -0.187 0.200
H -4.12146 -2.24497 3.65430 0.293 -0.233 -0.310 0.261
H -5.88095 5.28513 -5.65429 0.106 -0.047 0.267 0.359
C 2.16514 5.42619 5.59214 -0.235 -0.732 0.329 -0.642
H 2.21012 -4.10508 0.62217 -0.420 0.073 0.361 0.639
O 3.30839 -3.33285 -2.24348 -0.278 0.057 -0.899 0.312
H 1.91207 1.99968 -1.19989 -0.123 0.000 -0.109 0.190
H 3.71490 -3.37141 0.21590 0.118 -0.018 0.220 0.384
H 4.97293 0.22530 6.05877 -0.187 0.114 0.184 -0.221
H -4.95357 1.80175 -2.87247 0.103 0.184 -0.169 0.245
H -2.02495 -9.80263 -1.61819 0.188 0.194 0.090 0.296
C -3.58957 -1.87348 1.12410 0.222 0.068 -1.032 1.584
H -5.07766 7.36589 -4.49514 -0.262 -0.415 -0.342 0.384
H 1.49696 -1.55865 3.08125 0.412 -0.019 0.332 -0.772
C -3.30498 -0.70592 5.80053 0.457 -0.359 0.379 -0.981
H 5.36461 -0.08721 7.80770 0.060 0.484 -0.033 0.389
C 2.78419 -3.18444 0.77122 1.282 -0.362 -0.516 -1.233
C 0.36318 -6.80065 -1.74263 0.281 -0.755 0.346 -0.835
H -2.94849 -8.70779 -2.65419 -0.431 -0.593 -0.008 0.263
C -4.19317 1.32626 -2.23385 -0.864 -0.304 -0.309 -0.979
C 4.54181 -2.99737 -2.86581 0.540 -0.373 0.890 -1.335
C 3.88798 2.74782 -3.35103 0.870 0.217 -0.406 0.360
C 2.94790 -3.10905 6.54120 0.385 -0.113 0.387 -1.258
O 2.85079 5.16385 4.40342 0.768 0.670 -0.733 -0.442
C -4.88468 5.36434 -6.10493 -0.147 0.753 -0.522 -0.676
H 3.45971 -1.08514 -4.12560 0.141 0.253 -0.117 0.308
O 5.83920 0.87386 2.15339 0.178 0.806 -0.595 -0.247
H -1.60725 1.64612 -0.92413 0.147 0.048 0.134 -0.127
N -4.90268 -2.53847 3.07287 -0.630 -0.252 0.175 -0.789
H -1.41776 9.07496 2.32648 0.157 0.022 0.046 0.391
O 4.90127 -1.75250 6.72846 0.197 0.424 -0.144 -0.369
H -0.86467 2.36378 1.35469 0.310 0.020 -0.294 -0.124
H -1.51401 3.07320 -4.49105 0.418 -0.277 0.103 0.150
H 9.93814 1.70992 4.01939 -0.170 0.216 0.099 0.390
H 1.35736 4.54613 3.06066 -0.174 0.225 0.245 0.225
C -2.39729 2.72761 2.45547 -0.220 -1.367 0.178 -0.811
H -1.35325 -14.37876 -1.62992 -0.070 -0.120 -0.183 0.239
H -5.88791 -2.17037 -2.98048 -0.212 0.112 -0.073 0.286
H 1.10443 5.64502 5.42244 0.004 0.068 0.003 0.263
H 0.99314 3.35521 -4.34392 -0.014 0.061 -0.122 0.324
H 3.62464 3.71733 -3.77846 0.002 0.002 -0.086 0.377
H -2.71567 -1.58251 1.71096 -0.098 -0.361 0.350 -1.381
N 7.25206 2.53236 3.91921 -0.167 -0.061 -1.164 -0.677
H 5.28408 -3.63658 -2.36884 0.436 0.292 -0.048 0.436
H -0.97707 -7.74338 -3.72720 -0.451 -0.279 -0.184 0.323
N -2.13434 -10.40514 -3.66390 0.064 0.203 0.814 -0.353
C 1.59342 1.03176 -0.81557 -0.202 -0.995 0.080 0.011
C -3.75970 -4.27737 1.81408 -0.396 -0.190 0.642 -0.172
N 3.66444 -0.72538 -3.19218 0.033 -0.493 -0.149 -0.299
H -0.03776 -9.04457 -2.94141 0.190 0.292 -0.349 0.278
H -5.12100 10.61418 -3.01815 0.172 0.244 0.052 0.326
H -3.18422 11.48765 -1.37752 -0.136 -0.074 0.411 0.466
H -0.88247 -1.80309 5.80892 0.180 0.033 0.059 0.581
O -0.56175 6.87876 0.08692 0.980 0.171 -0.534 -0.444
C -4.55799 4.09007 -6.82895 0.669 0.247 0.259 -0.664
H -2.86716 -4.11020 2.43070 0.200 -0.103 -0.234 -0.436
O -3.44123 -4.80571 0.54780 0.370 0.148 -0.159 -0.267
C -2.94039 10.45920 -1.64235 0.991 -1.186 -1.262 -0.751
O 3.04171 -2.83222 2.10063 -0.266 0.816 0.509 0.842
C -2.08281 -9.38176 -2.62687 -0.733 1.664 -0.389 -0.597
N 1.03886 -1.19607 3.92239 -0.062 0.096 -0.765 0.443
H -4.46129 1.69420 -1.23983 0.454 -0.254 0.251 0.464
C -0.35973 -0.62573 -0.68016 0.080 0.451 1.062 1.319
H 0.08653 0.67148 -2.27517 -0.199 0.069 0.001 -0.146
H 1.24892 -7.44683 -1.78511 0.177 0.107 0.002 0.415
C -2.76955 3.17172 -2.71028 0.924 -0.296 -0.803 -1.344
H -3.37508 -6.77328 1.15885 0.011 -0.039 0.148 0.350
H 3.95510 0.29175 1.42471 0.433 0.669 -0.270 -0.232
H 3.24732 -1.45472 7.97711 0.285 -0.444 0.289 0.604
C 4.84218 2.97482 -2.17890 -1.482 0.051 0.179 -0.565
H 0.30368 -3.69570 -1.65854 0.048 0.294 -0.140 -0.024
O -0.98946 2.72799 2.25233 -0.511 1.090 -0.313 -0.416
H 1.66558 1.06355 0.27435 0.171 -0.090 0.029 -0.862
C -2.74812 1.25984 2.72832 -1.109 0.806 -0.235 0.828
O -2.40832 -12.94444 -2.59686 0.402 0.265 -0.207 -0.343
H 6.51731 0.07308 3.89787 0.159 -0.090 0.130 -0.099
H 0.43936 5.08072 -4.17849 -0.118 -0.105 -0.182 0.313
H -2.03674 0.81646 3.41532 0.042 -0.046 -0.106 -0.341
O -5.60229 -0.54894 -1.67164 -0.498 0.241 -0.897 -0.400
C 6.91280 0.38146 2.92236 0.274 -0.326 -0.055 -0.489
H -2.70910 3.63736 -1.72460 -0.040 -0.086 0.083 0.338
H 4.10220 2.97164 5.08246 -0.193 -0.161 0.400 0.664
H -3.51951 7.23795 -3.80990 0.192 -0.396 -0.043 0.167
H -3.82591 3.17915 -5.22374 0.107 -0.495 0.134 -0.033
C 2.30695 4.22402 3.50599 -0.490 -0.543 0.489 -0.736
C -5.21795 10.22521 -1.99985 -0.556 -0.085 0.105 -0.887
C -0.36234 -1.59145 3.73446 0.277 -0.071 0.386 3.267
H -2.39196 -6.42694 -0.25136 -0.193 0.368 -0.231 0.114
H 6.37559 2.66474 3.41133 0.005 0.285 0.299 0.205
H -2.99732 9.35071 0.58624 -0.193 0.419 0.151 0.259
H -2.91913 0.25874 6.14686 -0.119 0.143 -0.128 0.339
H -1.38770 6.87297 1.98047 0.059 -0.070 -0.010 0.404
H 0.61513 2.23063 2.89810 0.516 -0.345 0.308 -0.085
C 5.15466 -1.14056 -1.25211 -0.712 -0.102 0.270 -0.376
C 4.85281 -0.08298 1.92514 -0.936 -0.726 0.402 0.334
H 3.36640 1.31864 5.09914 -0.070 0.129 0.151 -0.482
H 1.97958 -3.31870 7.00128 -0.168 0.449 -0.078 0.431
H 2.34628 -2.33261 0.25286 -0.428 -0.073 0.204 0.067
H 1.46324 2.87061 5.00968 0.087 0.217 0.063 0.685
C 3.49525 2.24305 4.53669 0.061 0.719 0.291 -0.623
H -0.73121 -1.08034 2.83513 -0.527 -0.203 0.144 -1.301
H -1.47426 -11.08407 -3.28864 0.107 -0.265 -0.760 0.365
C 3.85773 -3.68104 2.90607 -0.317 -0.547 -1.051 -1.493
N 2.82221 -3.34530 5.11787 -0.224 -0.130 -0.521 -0.271
H -3.21451 -2.19935 0.14587 -0.026 0.031 0.009 -0.421
H -3.59724 -0.71116 -1.89446 0.203 -0.021 -0.143 -0.095
C -4.05780 7.05606 -4.74414 0.437 0.904 0.978 -0.901
O 0.31278 -1.67507 -1.31905 0.312 0.159 -0.780 -0.315
C 0.68386 4.14924 -3.66339 0.150 0.137 1.520 -0.949
C -1.45925 7.41737 1.03206 0.047 -0.178 -0.542 -0.190
H -0.18751 5.22829 1.21954 0.069 -0.266 0.008 0.051
H -1.56339 8.84887 -1.28424 -0.280 -0.099 -0.003 0.111
O 4.58500 2.03190 -4.37426 -0.408 -0.225 0.052 -0.685
H 3.58239 -3.86912 7.01055 0.274 -0.002 -0.241 0.420
H -2.78864 0.74879 1.76653 0.330 -0.301 0.151 -0.663
H 4.32284 3.58167 -1.42909 0.211 0.193 0.020 0.257
H -4.42272 -0.43301 -3.42862 -0.377 -0.183 -0.039 0.314
```
Positions in Å, forces in eV/Å.

The value obtained for the energy above the lowest of the compared OMol25 structures with the same formula, charge and spin is 0.00 kcal per mole. As for the energy: -115863.3279 eV. The LUMO energy comes out at 0.37 eV. Its gap between HOMO and LUMO is 0.307 hartree.